Density functional theory data (wB97M-V/def2-TZVPD) for a 8-piece molecular cluster, C16H48O16 overall at a distorted geometry.

The geometry in XYZ format:
```
80
Properties=species:S:1:pos:R:3
O -3.101 1.901 -0.299
C -2.660 3.195 -0.705
C -2.772 3.352 -2.222
O -2.568 4.673 -2.656
H -3.336 1.934 0.632
H -3.309 3.979 -0.299
H -1.657 3.384 -0.310
H -3.730 2.953 -2.560
H -2.011 2.702 -2.674
H -1.629 4.771 -2.830
O 0.140 3.690 2.296
C 1.471 3.403 1.961
C 2.463 4.454 2.473
O 2.607 4.206 3.857
H 0.017 3.653 3.259
H 1.699 2.430 2.411
H 1.599 3.393 0.878
H 2.019 5.438 2.305
H 3.401 4.348 1.920
H 2.918 4.990 4.319
O -0.340 1.067 -0.919
C 0.159 -0.127 -0.330
C 0.303 0.139 1.170
O -0.831 0.772 1.772
H -1.212 1.292 -0.564
H -0.533 -0.951 -0.521
H 1.137 -0.407 -0.716
H 1.215 0.718 1.334
H 0.541 -0.761 1.745
H -0.637 1.720 1.718
O -0.908 1.903 7.256
C -0.887 1.249 5.990
C 0.365 1.692 5.194
O 0.459 3.114 5.207
H -0.651 1.229 7.894
H -0.962 0.165 6.026
H -1.719 1.678 5.426
H 0.316 1.258 4.189
H 1.292 1.356 5.673
H 1.260 3.390 4.733
O -0.623 -3.708 -3.664
C -1.414 -4.221 -2.609
C -0.560 -4.703 -1.491
O 0.167 -3.576 -0.916
H 0.122 -3.273 -3.226
H -2.018 -3.388 -2.224
H -2.079 -5.018 -2.941
H 0.213 -5.348 -1.923
H -1.016 -5.227 -0.654
H 0.078 -3.621 0.038
O 4.768 -3.476 -4.708
C 3.571 -3.818 -3.997
C 3.490 -3.058 -2.663
O 3.577 -1.655 -2.764
H 4.755 -2.516 -4.789
H 2.732 -3.546 -4.645
H 3.523 -4.884 -3.784
H 4.234 -3.433 -1.964
H 2.483 -3.334 -2.320
H 2.685 -1.318 -2.957
O 1.179 -0.472 -3.525
C 0.270 -0.797 -4.591
C 0.236 0.337 -5.609
O -0.444 1.477 -5.113
H 0.759 0.330 -3.178
H 0.480 -1.765 -5.047
H -0.712 -0.976 -4.136
H -0.113 -0.041 -6.575
H 1.275 0.606 -5.802
H -1.304 1.196 -4.781
O -1.502 -1.069 4.086
C -1.490 -2.339 3.415
C -2.657 -2.488 2.440
O -2.603 -1.637 1.327
H -1.411 -0.385 3.413
H -0.559 -2.458 2.849
H -1.499 -3.074 4.216
H -3.565 -2.374 3.045
H -2.650 -3.531 2.112
H -2.308 -0.764 1.620
```

The SMILES is OCCO.OCCO.OCCO.OCCO.OCCO.OCCO.OCCO.OCCO. Its total energy is -1842.11260 a.u. As for the HOMO energy: -0.3497 hartree. Its charge is 0. For the lowest unoccupied orbital energy, the calculation gives 0.0142 hartree.

Mulliken analysis output, partial charges in e: -0.596 -0.095 -0.196 -0.573 0.261 0.490 0.054 0.357 -0.075 0.342 -0.579 -0.185 -0.653 -0.554 0.414 0.179 0.383 0.348 0.343 0.275 -0.495 -0.174 -0.189 -0.445 0.180 0.155 0.298 0.333 0.151 0.146 -0.535 -0.699 0.660 -0.666 0.346 0.419 0.172 -0.277 0.319 0.356 -0.501 -0.364 -0.572 -0.351 0.216 0.233 0.364 0.246 0.545 0.165 -0.549 -0.335 -0.018 -0.575 0.315 0.164 0.367 0.370 -0.110 0.467 -0.435 -0.310 -0.754 -0.481 0.229 0.374 0.309 0.373 0.292 0.311 -0.501 -0.519 -0.356 -0.455 0.335 0.140 0.464 0.248 0.399 0.265